Below is a 15-piece molecular cluster, C78H93F9O12 overall at a distorted geometry, with properties calculated with the ωB97M-V functional and the def2-TZVPD basis.

Cartesian coordinates (Å):
F 1.643758 1.483569 7.440150
C 0.737221 1.154928 6.453525
C 0.579536 -0.167217 6.192715
C -0.523787 -0.449456 5.288244
C -1.209982 0.583892 4.738422
C -0.926366 1.906620 4.972814
C 0.026279 2.221890 5.909250
H 1.100479 -0.972700 6.682264
H -0.758240 -1.478976 5.031687
H -2.035268 0.426620 4.075725
H -1.558877 2.700917 4.582612
H 0.412741 3.261590 6.113563
F 3.230770 -1.948953 -2.927134
C 2.946549 -3.187949 -3.407074
C 2.621786 -4.152421 -2.471641
C 2.415577 -5.477869 -2.957277
C 2.627311 -5.717406 -4.325332
C 2.818395 -4.679604 -5.213271
C 3.020497 -3.381375 -4.751306
H 2.534010 -3.858654 -1.459550
H 2.383468 -6.233417 -2.214864
H 2.489488 -6.755957 -4.679644
H 2.885606 -4.862335 -6.285663
H 3.224292 -2.517702 -5.335856
F -3.884334 -2.493763 3.183737
C -2.911033 -3.392840 3.561719
C -1.588389 -2.988763 3.176951
C -0.551203 -3.835422 3.471429
C -0.796710 -5.003320 4.145939
C -2.090195 -5.386560 4.504158
C -3.194683 -4.591572 4.233542
H -1.473212 -2.014355 2.670253
H 0.465070 -3.621324 3.117234
H 0.081568 -5.618266 4.385320
H -2.262459 -6.253287 5.118459
H -4.175515 -4.897999 4.459121
F 6.002034 -4.150267 2.959215
C 5.225924 -3.127605 3.365244
C 5.768264 -1.880277 3.315684
C 5.012976 -0.776234 3.695134
C 3.721599 -1.001152 4.111019
C 3.174728 -2.268174 4.183219
C 3.950848 -3.400755 3.775020
H 6.841221 -1.796396 3.074746
H 5.378353 0.278783 3.598411
H 3.229276 -0.118563 4.488444
H 2.178171 -2.426598 4.641824
H 3.585820 -4.429185 3.839326
F 4.873439 4.048054 3.391363
C 5.147039 3.370446 2.217408
C 4.220690 3.435613 1.189651
C 4.589733 2.798593 0.001810
C 5.814111 2.189824 -0.146519
C 6.744020 2.212099 0.893444
C 6.378074 2.761948 2.134775
H 3.341439 4.027862 1.264450
H 3.789714 2.918817 -0.805447
H 6.073870 1.662455 -1.048164
H 7.731750 1.714568 0.822279
H 7.006209 2.786202 3.031165
F -8.829423 -0.576909 0.537142
C -7.525493 -0.628719 0.101754
C -7.247588 -0.180384 -1.222200
C -5.903427 -0.009584 -1.622038
C -4.867351 -0.469204 -0.760152
C -5.194807 -0.956020 0.519796
C -6.497226 -0.994084 1.021669
H -8.012877 0.082818 -1.902583
H -5.688722 0.384336 -2.619013
H -3.847290 -0.445193 -1.040293
H -4.335386 -1.338799 1.096452
H -6.642545 -1.347997 2.021068
F -1.048706 7.254791 2.758342
C -0.173110 6.276699 3.101195
C 0.578415 6.583380 4.231642
C 1.520897 5.646228 4.610023
C 1.601488 4.448561 3.925607
C 0.737328 4.166115 2.782119
C -0.189783 5.132159 2.406933
H 0.371264 7.496414 4.748956
H 2.084410 5.790981 5.523134
H 2.286423 3.661229 4.194953
H 0.802890 3.271085 2.175111
H -0.822118 4.998996 1.556077
F -4.979399 2.139246 3.155535
C -5.964611 1.241414 3.502513
C -7.268754 1.624232 3.290764
C -8.289360 0.819791 3.743572
C -7.948142 -0.378104 4.396750
C -6.614769 -0.749070 4.506810
C -5.599445 0.045135 4.098758
H -7.359326 2.487810 2.655108
H -9.320617 1.039640 3.517692
H -8.750906 -1.021812 4.755081
H -6.395901 -1.614612 5.130254
H -4.555789 -0.183862 4.388873
F 3.446419 0.078387 -5.216295
C 3.745435 1.308324 -4.837575
C 2.869296 2.288636 -5.286709
C 3.003923 3.614502 -4.846246
C 3.984242 3.929239 -3.895511
C 4.757942 2.909435 -3.412811
C 4.653754 1.583343 -3.852547
H 2.003505 2.019614 -5.908067
H 2.237828 4.365185 -5.105823
H 4.068467 4.995742 -3.624389
H 5.514875 3.036604 -2.654402
H 5.225656 0.759719 -3.338918
O 1.799549 4.172191 -0.434841
C 1.219854 3.952424 -1.494174
O 0.564466 4.853637 -2.219820
C 0.792596 6.209896 -1.815179
C -0.589108 6.731782 -1.208224
C 1.193648 2.569233 -2.088284
H 1.006042 6.697903 -2.763333
H 1.638360 6.325341 -1.124775
H -0.468673 6.394564 -0.174583
H -1.379502 6.199802 -1.706367
H -0.630926 7.791870 -1.158886
H 0.434010 2.405234 -2.904843
H 1.127314 1.868733 -1.316992
H 2.168184 2.500520 -2.662119
O 6.304493 -1.352344 -1.440630
C 5.433017 -2.045052 -1.055810
O 5.399644 -3.379600 -1.255497
C 6.627835 -4.008510 -1.674157
C 6.641759 -4.086045 -3.216458
C 4.187415 -1.691118 -0.322996
H 6.524272 -5.012892 -1.205978
H 7.412359 -3.365222 -1.297385
H 5.692336 -4.544658 -3.481826
H 7.453686 -4.737242 -3.637673
H 6.573909 -3.077600 -3.611205
H 4.576462 -1.364343 0.636944
H 3.439145 -2.470597 -0.140235
H 3.630899 -0.883901 -0.794886
O -1.580738 -5.270656 0.196952
C -2.087023 -4.435207 -0.564289
O -3.369390 -4.139381 -0.604454
C -4.227788 -4.873213 0.261852
C -5.657512 -4.465992 0.104646
C -1.274055 -3.531237 -1.357392
H -3.870281 -4.749857 1.291166
H -4.078269 -5.992700 0.038104
H -6.041288 -4.551225 -0.916903
H -5.729192 -3.408166 0.364355
H -6.235352 -5.061049 0.766068
H -1.717187 -3.247002 -2.312271
H -0.310493 -4.038763 -1.531946
H -1.145741 -2.654117 -0.718868
O -1.608569 0.309760 -2.516987
C -1.124848 -0.645639 -3.171154
O -1.777596 -1.455804 -3.963260
C -3.191937 -1.202775 -4.291559
C -4.122403 -2.330014 -3.667473
C 0.309865 -0.937219 -3.076515
H -3.212823 -1.134867 -5.357439
H -3.400617 -0.269134 -3.807560
H -3.885069 -2.319477 -2.626118
H -3.877237 -3.259077 -4.169116
H -5.161723 -2.018747 -3.825209
H 0.558389 -1.894910 -3.477077
H 0.673155 -0.798332 -2.010647
H 0.797237 -0.175046 -3.660592
O -2.114025 -0.218733 0.902335
C -1.811028 0.926310 0.703079
O -0.545280 1.344275 1.026653
C 0.296979 0.206936 1.392304
C 1.620915 0.787177 1.720574
C -2.555795 2.164924 0.163966
H 0.191439 -0.427077 0.557458
H -0.083571 -0.258998 2.313116
H 1.637353 1.676318 1.012918
H 2.418147 0.090857 1.609661
H 1.645201 1.291239 2.667656
H -3.441249 2.438053 0.783335
H -2.851086 2.021764 -0.876452
H -1.838399 2.974084 0.273150
O -0.089710 2.334336 -5.308437
C -0.911158 1.540861 -5.712323
O -2.202028 1.539186 -5.319300
C -2.544778 2.648791 -4.484707
C -4.056114 2.682609 -4.150508
C -0.535964 0.409166 -6.637818
H -2.177117 3.559193 -4.945615
H -1.969546 2.545960 -3.546754
H -4.699233 2.955041 -4.977147
H -4.190953 3.338465 -3.300599
H -4.312534 1.668217 -3.830408
H -1.157846 -0.477485 -6.639575
H 0.461226 0.137834 -6.356614
H -0.313445 0.780477 -7.647887

Atomic forces in eV per Å
-0.16 -0.06 -0.60
1.09 0.90 1.66
-2.65 -0.69 -1.73
2.25 -0.51 1.30
-1.05 0.03 -0.99
-0.26 1.24 1.01
1.51 0.75 -0.16
0.27 0.17 0.12
-0.01 0.19 0.16
-0.37 -0.54 -0.40
0.24 -0.20 -0.31
-0.88 -1.28 -0.05
-0.16 0.07 -0.22
-0.07 0.29 1.25
-0.37 -1.38 -1.87
1.64 2.42 -0.21
-1.20 -1.23 0.66
0.48 0.42 -0.65
-0.25 -0.74 0.09
0.01 -0.08 0.87
-0.57 -0.88 0.26
0.26 0.75 0.07
-0.03 -0.09 0.28
0.18 0.34 -0.76
0.17 -0.94 0.56
1.29 0.79 -0.65
-2.25 0.20 0.18
0.63 0.38 -0.65
0.27 -1.20 0.56
0.45 0.27 0.53
1.43 1.64 -1.37
-0.10 -0.71 0.17
-0.42 0.09 0.29
-0.66 0.01 0.00
0.16 -0.42 -0.13
-1.04 -0.16 0.33
0.20 -0.33 0.01
-0.03 -0.83 -0.34
1.51 1.37 0.06
0.71 0.33 -0.81
-0.37 0.62 0.61
0.10 -1.50 0.18
-1.43 1.16 0.72
-0.70 0.02 -0.14
-0.13 -1.25 0.25
-0.69 -0.12 -0.03
0.67 0.16 -0.53
0.10 0.44 -0.08
0.01 -0.56 -0.62
-0.53 0.93 0.72
1.61 -0.51 0.08
-2.30 1.01 -0.68
0.70 -0.29 0.13
0.17 -0.58 1.06
0.31 -0.05 -0.44
-0.63 0.14 0.12
1.57 -0.61 0.92
0.03 -0.02 -0.25
-0.79 0.39 -0.21
-0.02 -0.08 -0.54
0.92 -0.32 -0.39
0.79 0.58 0.13
1.44 -0.24 1.76
0.10 -1.21 1.10
-2.32 0.39 0.20
0.85 0.02 -0.54
-0.49 0.42 -2.30
-0.90 0.24 -0.29
-0.05 -0.15 0.36
0.85 0.13 -0.35
-0.73 0.38 -0.02
-0.55 -0.02 0.25
-0.36 0.11 -0.41
-0.69 2.58 1.74
-0.02 -0.87 -1.05
-0.35 -0.34 0.57
-1.28 -1.21 -2.50
1.19 1.02 1.77
1.10 -1.65 -0.52
0.13 0.36 0.17
0.24 0.05 -0.14
0.26 0.10 0.22
0.14 -0.02 0.39
-0.36 -0.02 -0.29
-0.51 -0.67 0.00
1.07 0.27 0.26
0.71 0.14 -0.67
0.19 -1.17 0.12
-0.68 0.52 -0.71
-1.34 -1.17 1.75
1.64 1.35 0.05
-0.56 0.39 0.16
-0.10 0.18 0.14
0.32 0.08 0.00
0.09 -0.10 -0.42
-0.72 0.20 -0.60
0.30 -1.50 -0.42
-1.33 1.49 0.49
-0.34 1.01 -0.41
-0.44 -0.57 0.19
-0.75 0.96 -0.99
1.19 -0.90 0.42
0.71 -0.73 0.80
0.73 0.09 0.25
0.59 -0.49 -0.13
0.21 -0.84 0.29
-0.05 0.55 0.09
-0.54 0.98 -0.76
-0.75 0.23 -1.26
0.20 -1.22 1.09
0.85 -0.07 0.50
-1.79 1.36 -0.44
3.03 -1.70 0.66
0.42 1.24 -2.91
0.12 0.30 0.05
-0.42 -0.27 -0.22
-0.75 -0.01 0.03
-0.49 0.26 -0.18
-0.33 0.89 -0.40
0.48 0.35 1.13
-0.01 -1.22 1.07
-0.83 -0.24 0.89
1.54 1.65 -0.32
-2.29 -2.39 -0.35
0.27 -0.28 0.20
-0.66 -0.38 -0.67
-0.20 -0.78 0.67
-0.57 0.94 0.72
0.70 0.71 -0.31
0.54 -0.44 0.18
-0.12 -0.28 -0.21
-0.55 0.96 0.43
0.58 0.08 -0.25
-0.32 0.34 0.42
0.74 -0.20 -0.20
0.40 0.33 0.03
-1.25 1.04 -1.34
1.06 -1.84 2.51
-0.86 0.27 -0.41
0.63 -2.60 0.16
0.61 1.24 -0.81
1.22 0.23 -1.02
-0.12 0.11 -0.14
-0.22 1.54 0.25
0.18 -0.26 0.10
-0.30 -0.16 0.13
-0.73 -0.45 0.60
-0.04 0.02 0.21
-0.29 0.50 0.07
0.18 0.21 -0.21
0.37 -2.09 -1.63
-1.17 2.71 2.52
-0.86 -0.67 -0.93
-0.15 -1.05 1.82
1.39 1.86 -1.65
0.83 0.27 1.40
-0.20 0.05 -0.59
-0.38 0.54 -0.13
-0.14 -0.46 0.73
-0.24 -0.32 0.22
0.21 -0.29 0.04
0.24 -0.65 -0.13
-0.49 -0.29 -1.29
0.48 0.37 -0.31
-1.00 0.04 -0.51
0.90 1.42 0.38
-0.60 -0.84 0.13
-0.89 1.04 1.93
-0.34 2.25 -1.93
-0.32 -0.55 0.86
0.59 -1.21 -0.80
-0.36 -0.15 -0.55
1.11 -1.12 0.38
0.79 -0.29 -0.15
-0.09 -0.27 0.86
0.49 -0.57 -0.43
0.05 -0.07 0.11
-0.08 0.13 -0.33
-0.68 -0.05 -0.27
-0.08 -0.36 0.30
0.33 0.01 -0.71
-0.30 0.53 1.23
1.34 -1.02 -0.22
0.47 0.44 -0.39
-0.15 0.19 -0.21
-0.32 -0.04 -0.32
0.00 0.18 -0.18
-0.16 0.25 0.06
-0.19 0.18 0.04
-0.32 0.19 -0.03
0.60 -0.48 0.58
-0.76 0.07 0.08

Summary:
Energy, eV: -131420.9984